No. 1
Here is a structure of composition C54H31N11TeTi from the OMol25 dataset. Energies are from wB97M-V/def2-TZVPD.

```
98
Properties=species:S:1:pos:R:3:lowdin_charge:R:1
Ti -0.1197 0.3555 0.6333 1.11
C 5.0306 -1.6919 3.8449 -0.07
C 4.1427 -2.4667 4.6020 -0.07
C 2.7718 -2.3241 4.4716 0.00
C 2.3041 -1.3883 3.5589 -0.10
C 0.9541 -1.0521 3.1188 -0.28
N 1.0554 -0.0311 2.1639 0.03
C 2.3773 0.3036 2.0183 -0.26
N 2.8268 1.4150 1.4727 0.21
C 1.9368 2.3747 1.1815 -0.26
C 2.2531 3.7873 1.1753 -0.10
C 3.4580 4.4713 1.3168 -0.01
C 3.4113 5.8502 1.3460 -0.08
C 2.1885 6.5345 1.2490 -0.07
C 0.9912 5.8573 1.1228 -0.01
C 1.0376 4.4665 1.0829 -0.10
C -0.0003 3.4641 0.9535 -0.27
N -1.2391 3.7154 0.6634 0.22
C -2.1177 2.7617 0.3748 -0.29
N -1.8835 1.3848 0.4636 0.04
C -2.9171 0.7560 -0.1182 -0.36
N -2.9786 -0.6542 -0.2395 -0.21
C -2.5714 -1.1894 1.0102 -0.34
N -1.3885 -0.8760 1.5638 0.00
C -1.2739 -1.5181 2.7910 -0.27
N -0.1267 -1.6496 3.4826 0.21
C -2.4874 -2.2084 3.0239 -0.11
C -2.9327 -3.0120 4.0911 -0.02
C -4.1935 -3.5393 4.0174 -0.09
C -5.0351 -3.2973 2.8981 -0.09
C -4.6153 -2.5420 1.8382 -0.03
C -3.3194 -1.9867 1.8947 -0.11
C -3.8555 1.6793 -0.6277 -0.12
C -5.0078 1.5233 -1.4184 -0.01
C -5.6299 2.6602 -1.8631 -0.08
C -5.1342 3.9470 -1.5324 -0.08
C -4.0173 4.1127 -0.7537 -0.02
C -3.3603 2.9590 -0.2914 -0.11
N 0.6010 2.2000 1.0482 0.05
C 3.1898 -0.6097 2.8147 -0.10
C 4.5642 -0.7482 2.9470 -0.01
H 6.0964 -1.8317 3.9707 0.10
H 4.5406 -3.1913 5.3007 0.10
H 2.0757 -2.9185 5.0485 0.12
H 4.3916 3.9319 1.4101 0.11
H 4.3273 6.4151 1.4587 0.10
H 2.1872 7.6167 1.2799 0.10
H 0.0421 6.3743 1.0745 0.11
H -2.2917 -3.1873 4.9452 0.11
H -4.5698 -4.1445 4.8323 0.10
H -6.0313 -3.7211 2.8893 0.10
H -5.2547 -2.3587 0.9837 0.11
H -5.3683 0.5344 -1.6742 0.11
H -6.5082 2.5800 -2.4908 0.10
H -5.6430 4.8191 -1.9234 0.10
H -3.6340 5.0954 -0.5118 0.11
H 5.2412 -0.1431 2.3579 0.11
N 8.4635 -0.9231 -4.6039 0.16
C 7.4434 -0.8213 -4.0856 -0.18
C 6.1636 -0.6960 -3.4330 -0.23
C 6.0487 0.0616 -2.2716 -0.01
C 4.8191 0.1756 -1.6435 0.00
C 3.7064 -0.4680 -2.1711 -0.19
C 3.8232 -1.2265 -3.3319 0.00
C 5.0484 -1.3410 -3.9649 -0.01
C 2.3864 -0.3612 -1.4907 -0.05
C 1.9715 -1.4307 -0.7167 -0.25
C 2.6841 -2.6329 -0.4703 0.01
C 1.8784 -3.4130 0.3248 -0.03
C 0.7042 -2.6687 0.5488 -0.12
N 0.7384 -1.4831 -0.0545 -0.05
C 1.6193 0.7754 -1.7545 -0.26
C 1.9618 1.8514 -2.5945 0.02
C 0.8378 2.6530 -2.7023 -0.03
C -0.1515 2.0494 -1.9243 -0.13
N 0.2954 0.9294 -1.3297 -0.08
H 6.9222 0.5510 -1.8625 0.12
H 4.7139 0.7602 -0.7362 0.12
H 2.9502 -1.7246 -3.7338 0.13
H 5.1492 -1.9324 -4.8646 0.12
H 3.6671 -2.8591 -0.8518 0.12
H 2.0909 -4.3894 0.7288 0.11
H -0.1689 -2.9993 1.0910 0.12
H 2.9237 1.9969 -3.0602 0.12
H 0.7292 3.5652 -3.2660 0.11
H -1.1759 2.3717 -1.8173 0.12
Te -1.9645 -1.2758 -2.0028 1.44
C -3.6625 -2.3483 -2.6550 -0.56
C -4.2640 -3.2565 -1.7872 -0.15
C -5.3984 -3.9483 -2.1847 -0.08
C -5.9263 -3.7490 -3.4551 -0.09
C -5.3267 -2.8454 -4.3197 -0.09
C -4.1963 -2.1418 -3.9211 -0.16
H -3.8478 -3.4138 -0.7996 0.08
H -5.8602 -4.6563 -1.5077 0.10
H -6.8060 -4.2957 -3.7696 0.10
H -5.7466 -2.6746 -5.3029 0.10
H -3.7345 -1.4297 -4.5942 0.09
```

- LUMO (eV) = -1.621
- HOMO (eV) = -6.54


No. 2
Here is a structure of composition C54H32Cl4IrN6S from the OMol25 dataset. Energies are from wB97M-V/def2-TZVPD.

```
98
Properties=species:S:1:pos:R:3:lowdin_charge:R:1
Ir 0.0190 0.9753 -0.3676 1.55
Cl 1.0924 -3.2209 -8.6550 0.69
C 0.8808 -2.3550 -7.1726 -0.67
C 0.2066 -2.9529 -6.1207 -0.09
C 0.0446 -2.2551 -4.9329 -0.02
C 0.5628 -0.9711 -4.7827 -0.21
C 1.2310 -0.3858 -5.8572 -0.02
C 1.3868 -1.0696 -7.0529 -0.09
C 0.3922 -0.2519 -3.4925 -0.04
C -0.9046 0.0968 -3.1160 -0.22
C -2.0506 0.1678 -3.9925 0.03
C -3.0323 0.8120 -3.3184 0.03
C -2.5350 1.0928 -1.9944 -0.21
C -3.2134 1.7368 -0.9643 -0.05
C -4.5025 2.4224 -1.2850 -0.21
C -4.4936 3.8028 -1.4820 -0.01
C -5.6554 4.4743 -1.8297 -0.09
C -6.8367 3.7600 -1.9713 -0.67
Cl -8.2887 4.5909 -2.4138 0.69
C -6.8679 2.3916 -1.7630 -0.09
C -5.6975 1.7265 -1.4231 -0.02
C -2.7492 1.8171 0.3762 -0.24
N -1.5154 1.3403 0.8109 -0.11
C -1.4630 1.4561 2.1804 -0.24
C -0.2796 1.0141 2.9584 -0.02
C -0.4145 0.1510 4.1094 -0.16
C -1.6802 -0.2422 4.6029 -0.01
C -1.8107 -1.1733 5.6136 -0.09
C -0.6781 -1.7435 6.1760 -0.67
Cl -0.8464 -2.9215 7.4235 0.70
C 0.5865 -1.3821 5.7293 -0.09
C 0.7147 -0.4601 4.7117 -0.01
C 1.0173 1.4048 2.4613 -0.22
C 2.1559 1.8565 3.2099 0.00
C 3.0875 2.2758 2.3114 0.01
C 2.5522 2.0194 1.0040 -0.23
N 1.2815 1.4902 1.1493 -0.05
C 3.2208 2.1506 -0.2068 0.01
C 2.8722 1.2805 -1.3410 -0.22
C 3.7038 0.6696 -2.2723 -0.02
C 2.8946 -0.0515 -3.1557 0.01
C 1.5668 0.1432 -2.7731 -0.24
N 1.5696 0.9023 -1.6147 -0.11
C 4.2427 3.2057 -0.3263 -0.13
C 5.2372 3.2236 -1.3210 0.00
C 6.1480 4.2536 -1.4173 -0.08
C 6.0780 5.3206 -0.5335 -0.66
Cl 7.2182 6.6024 -0.6508 0.72
C 5.0736 5.3756 0.4182 -0.08
C 4.1671 4.3371 0.5108 -0.02
C -2.6282 2.0563 2.6177 -0.02
C -3.4394 2.2791 1.4863 0.03
N -1.2436 0.6225 -1.9065 -0.06
H -0.1836 -3.9564 -6.2305 0.11
H -0.4844 -2.7186 -4.1061 0.13
H 1.6172 0.6239 -5.7624 0.13
H 1.8968 -0.6092 -7.8905 0.11
H -2.0744 -0.2061 -5.0072 0.12
H -4.0173 1.0701 -3.6794 0.12
H -3.5665 4.3556 -1.3672 0.13
H -5.6488 5.5452 -1.9929 0.11
H -7.8024 1.8520 -1.8634 0.11
H -5.7192 0.6529 -1.2620 0.13
H -2.5778 0.1837 4.1804 0.10
H -2.7903 -1.4610 5.9721 0.11
H 1.4632 -1.8333 6.1789 0.11
H 1.7063 -0.2277 4.3500 0.10
H 2.2281 1.8996 4.2873 0.12
H 4.0754 2.6582 2.5254 0.13
H 4.7816 0.6762 -2.2689 0.11
H 3.2222 -0.6598 -3.9858 0.12
H 5.3070 2.4257 -2.0360 0.09
H 6.9126 4.2408 -2.1835 0.12
H 4.9896 6.2394 1.0646 0.12
H 3.3508 4.4317 1.2109 0.12
H -2.8632 2.3103 3.6407 0.12
H -4.4297 2.7120 1.4679 0.12
S 1.7754 -5.1736 2.0504 1.06
C 1.1564 -3.6543 1.4530 -0.50
C -0.0832 -3.1073 1.7631 -0.04
C -0.4284 -1.8865 1.2174 -0.11
N 0.3749 -1.2011 0.4042 -0.03
C 1.5786 -1.7196 0.1136 -0.10
C 2.0015 -2.9310 0.6075 -0.07
C 0.3571 -5.8610 2.8654 -0.55
C -0.6941 -6.3864 2.1292 -0.08
C -1.7374 -6.9841 2.8219 -0.13
N -1.7711 -7.0897 4.1534 0.07
C -0.7462 -6.5882 4.8416 -0.13
C 0.3419 -5.9583 4.2456 -0.08
H -0.7783 -3.6188 2.4185 0.11
H -1.3924 -1.4376 1.4398 0.12
H 2.2165 -1.1449 -0.5475 0.10
H 2.9762 -3.3176 0.3303 0.12
H -0.6967 -6.3442 1.0478 0.11
H -2.5804 -7.4079 2.2849 0.11
H -0.7968 -6.6897 5.9221 0.11
H 1.1554 -5.5651 4.8409 0.11
```

- spin multiplicity = 5
- energy above the lowest of the compared OMol25 structures with the same formula, charge and spin (eV) = 0.000
- LUMO (alpha / beta) (eV) = -4.011 / -5.097
- HOMO (alpha / beta) (eV) = -8.78 / -10.43
- charge = +1
- <S²> = 6.172


Number 1: M 1009.39 g/mol. Number 2: M 1130.99 g/mol.